Record 1
Computed, not measured: a structure of composition C5H8N2O in a non-equilibrium geometry, with ωB97M-V/def2-TZVPD.

```
16
Properties=species:S:1:pos:R:3:lowdin_charge:R:1
C -0.15747 2.00125 0.21305 -0.06
C -1.62879 -1.12545 -0.04900 -0.17
C -0.24944 -1.59935 0.19109 -0.11
C 0.48557 -0.39030 0.33501 -0.38
C 1.66538 -0.19690 -0.43585 -0.28
H -0.68873 2.21001 1.29671 0.12
H -0.34165 2.83093 -0.63785 0.11
H 1.05512 1.90872 0.18620 0.10
H -2.48826 -1.64516 -0.31463 0.09
H -0.19917 -2.37677 0.87420 0.11
H -0.01781 -2.07558 -0.75425 0.14
H 0.54987 -0.14318 1.38659 0.17
H 1.45600 0.45739 -1.70546 0.23
N -0.43843 0.58128 -0.21295 -0.26
N -1.73156 0.07295 -0.35935 0.10
O 2.72938 -0.50985 -0.01352 0.09
```

LUMO energy   0.8 eV
Molecular weight   112.13 g/mol
Net charge   0
DFT total energy   -379.907208 Ha
Relative energy (zero: lowest compared OMol25 entry of this formula, charge and spin)   113.6 kcal per mole
HOMO level   -8.430 eV

=====

Record 2
Computed, not measured: the molecule C5H8N2O in a non-equilibrium geometry, with ωB97M-V/def2-TZVPD.

```
16
Properties=species:S:1:pos:R:3:lowdin_charge:R:1
C -1.45492 -1.12118 0.37761 -0.12
C -2.21384 -0.47712 -0.61245 -0.11
C -1.20631 0.38233 -1.33479 -0.07
C 0.03063 0.37301 -0.61968 -0.21
C 1.36508 1.11824 -0.62785 -0.24
H 1.22992 -1.70489 1.32545 0.14
H 0.44221 -0.40857 2.21799 0.14
H -1.85791 -1.76010 1.15273 0.09
H -3.44234 -0.12837 -0.67050 0.17
H -1.18813 1.03499 -2.15903 0.06
H 1.38170 1.31215 -1.68401 0.11
H 1.08022 1.91896 0.20806 0.16
H 2.49425 0.22380 0.82853 0.14
N 1.00718 -0.65834 1.34178 0.05
N -0.16707 -0.50073 0.48900 -0.16
O 2.49933 0.39581 -0.23285 -0.15
```

LUMO energy   0.6 eV
SMILES   Nn1cccc1CO
Molecular weight   112.13 g/mol
Net charge   0
DFT total energy   -379.907485 Ha
Relative energy (zero: lowest compared OMol25 entry of this formula, charge and spin)   113.4 kcal per mole
HOMO level   -8.159 eV

=====

Record 3
Computed, not measured: the molecule C5H8N2O in a non-equilibrium geometry, with ωB97M-V/def2-TZVPD.

```
16
Properties=species:S:1:pos:R:3:lowdin_charge:R:1
C 0.47850 0.65037 0.26558 -0.34
C -0.57160 -0.33085 0.70438 -0.10
C 1.66326 0.68553 1.21401 -0.08
C -1.12047 -1.13430 -0.52378 -0.55
N -1.94499 -0.45064 -1.37354 0.16
C 1.01716 0.28940 -1.20706 -0.16
O -0.95453 -2.33931 -0.59798 0.06
N 1.58057 0.29156 -2.21926 0.14
H 0.05339 1.65087 0.14247 0.13
H -2.56853 -1.02123 -1.93340 0.12
H -1.93613 0.55520 -1.45169 0.11
H -0.17703 -1.09230 1.38512 0.12
H -1.40017 0.17104 1.21320 0.12
H 2.10291 -0.31483 1.30834 0.09
H 1.34188 1.01296 2.20917 0.09
H 2.43577 1.37652 0.86446 0.09
```

LUMO energy   0.6 eV
SMILES   C[C@@H](C#N)CC(N)=O
Molecular weight   112.13 g/mol
Net charge   0
DFT total energy   -380.066855 Ha
Relative energy (zero: lowest compared OMol25 entry of this formula, charge and spin)   13.4 kcal per mole
HOMO level   -10.063 eV

=====

Record 4
Computed, not measured: a structure of composition C5H8N2O in a non-equilibrium geometry, with ωB97M-V/def2-TZVPD.

```
16
Properties=species:S:1:pos:R:3:lowdin_charge:R:1
C -0.33593 1.55713 -0.80808 -0.05
C -0.26543 0.50340 0.29640 -0.58
C -1.56728 -0.16280 0.72527 -0.21
C -0.05566 -0.88106 -0.21911 -0.23
C 1.34461 -0.91908 -0.55836 -0.17
H -0.88266 1.28810 -1.81367 0.08
H 0.86157 2.13080 -1.08731 0.17
H -1.01356 2.59271 -0.34193 0.14
H -2.39543 0.59077 0.74205 0.14
H -1.32459 -0.65165 1.65490 0.12
H -2.29531 -0.60145 -1.06562 0.12
H -0.18836 -1.33101 0.86890 0.18
H 2.17102 -1.56689 -1.13082 0.18
N -1.58128 -1.00726 -0.43153 0.02
N 2.00252 -0.14302 0.06882 0.17
O 0.92460 0.62687 1.01199 -0.08
```

LUMO energy   0.8 eV
Molecular weight   112.13 g/mol
Net charge   0
DFT total energy   -379.762971 Ha
Relative energy (zero: lowest compared OMol25 entry of this formula, charge and spin)   204.1 kcal per mole
HOMO level   -9.199 eV

=====

Record 5
Computed, not measured: the molecule C5H8N2O in a non-equilibrium geometry, with ωB97M-V/def2-TZVPD.

```
16
Properties=species:S:1:pos:R:3:lowdin_charge:R:1
C 0.28472 0.32386 0.10995 -0.62
C -1.15272 0.23943 0.67449 -0.07
C -1.30886 -0.99400 -0.29525 -0.07
C 0.34158 -0.94224 -0.15742 -0.35
C 1.63412 0.45273 0.78234 -0.01
H 1.08420 1.47184 -1.66077 0.15
H -0.61196 1.69631 -1.24620 0.06
H -1.93230 1.03739 0.49980 0.12
H -0.92936 -0.18033 1.81041 0.17
H -1.90462 -1.95289 -0.14987 0.11
H -1.87494 -0.78717 -1.28398 0.11
H 0.08320 -1.45294 0.82547 0.17
H 2.11732 1.18194 1.54845 0.15
N 0.29827 1.46582 -0.86148 0.08
N 2.28224 -0.43634 0.06043 -0.02
O 1.58911 -1.12340 -0.65637 0.02
```

LUMO energy   0.8 eV
SMILES   N[C@]12C=NO[C@@H]1CC2
Molecular weight   112.13 g/mol
Net charge   0
DFT total energy   -379.780208 Ha
Relative energy (zero: lowest compared OMol25 entry of this formula, charge and spin)   193.3 kcal per mole
HOMO level   -9.156 eV

=====

Record 6
Computed, not measured: the molecule C5H8N2O in a non-equilibrium geometry, with ωB97M-V/def2-TZVPD.

```
16
Properties=species:S:1:pos:R:3:lowdin_charge:R:1
C -2.04890 0.26860 0.09612 -0.33
C 0.08589 -0.62200 -0.68576 -0.23
C 0.73743 0.67614 -1.28482 -0.12
C 1.89995 0.57304 -0.30562 -0.09
C 1.11540 -0.51398 0.47722 -0.38
H -0.67793 1.11125 1.12982 0.05
H -3.12656 0.17452 -0.15144 0.12
H -1.88269 -1.31053 -1.06350 0.11
H 0.39625 -1.53911 -1.24786 0.17
H 1.01147 0.56000 -2.33511 0.11
H 0.11923 1.51211 -1.09239 0.09
H 2.08252 1.45484 0.35965 0.13
H 2.92099 0.29082 -0.68417 0.13
N -1.68946 1.19561 0.88877 0.09
N -1.32898 -0.73608 -0.48827 0.04
O 1.19341 -0.97018 1.56233 0.14
```

LUMO energy   0.6 eV
SMILES   [H]/N=C\N[C@H]1CCC1=O
Molecular weight   112.13 g/mol
Net charge   0
DFT total energy   -380.027749 Ha
Relative energy (zero: lowest compared OMol25 entry of this formula, charge and spin)   37.9 kcal per mole
HOMO level   -9.162 eV